1.
{
  "formula": "C3H4FIO",
  "method": "ωB97M-V with the def2-TZVPD basis set",
  "gap_ev": 8.92,
  "relative_energy_kj_mol": 255.20,
  "largest_force_ev_per_a": 6.054,
  "mol_weight_da": 202.0,
  "species": ["C", "C", "C", "O", "F", "I", "H", "H", "H", "H"],
  "coordinates": [[-0.9310, 1.3388, 0.3120], [0.7338, -0.6263, -0.7258], [-0.8697, -0.0923, 0.5607], [-1.8703, 1.8871, -0.2200], [-1.9202, -0.7876, 0.0773], [2.4692, 0.1096, 0.1271], [-0.0098, 1.9998, 0.7243], [0.6662, -1.7331, -0.8218], [0.4752, 0.0476, -1.6209], [-0.4287, -0.6314, 1.2603]],
  "atomic_forces_ev_per_a": [[0.944, 2.479, 1.249], [-3.043, 1.950, 0.116], [0.623, -0.444, -6.006], [0.636, -0.548, 0.098], [-0.246, 0.281, 0.080], [0.430, -0.144, 0.217], [-1.600, -1.566, -0.891], [0.003, 1.092, 0.000], [0.410, -1.667, 1.211], [1.843, -1.433, 3.926]],
  "nbo_charge": [0.325, -0.634, 0.190, -0.500, -0.326, 0.155, 0.132, 0.233, 0.235, 0.189]
}

=====

2.
{
  "formula": "C32H33N4O6Pd",
  "method": "ωB97M-V with the def2-TZVPD basis set",
  "gap_ev": [6.04, 4.15],
  "total_charge": 3,
  "largest_force_ev_per_a": 0.577,
  "multiplicity": 5,
  "mol_weight_da": 676.1,
  "species": ["Pd", "C", "C", "C", "C", "C", "N", "C", "C", "C", "N", "C", "C", "C", "C", "C", "C", "C", "C", "N", "C", "C", "C", "N", "C", "C", "C", "C", "O", "C", "O", "H", "H", "H", "H", "H", "H", "H", "H", "H", "H", "H", "H", "H", "H", "H", "H", "H", "H", "H", "H", "H", "H", "H", "H", "H", "H", "H", "H", "O", "C", "O", "C", "C", "C", "C", "O", "C", "O", "C", "C", "H", "H", "H", "H", "H"],
  "coordinates": [[-0.2889, 0.0956, -0.5966], [2.5124, 6.6465, -0.5848], [2.2350, 5.1682, -0.6253], [3.2593, 4.2340, -0.7375], [2.9514, 2.8834, -0.8256], [3.9072, 1.8114, -1.0394], [4.8403, 1.4713, -0.2147], [5.0005, 1.9721, 1.1566], [4.5354, 0.9414, 2.1858], [3.0245, 0.6664, 2.1785], [2.7250, -0.0846, 3.4199], [2.1601, -1.2148, 3.6766], [1.2299, -2.0614, 2.9486], [1.1606, -3.3616, 3.3881], [0.2080, -4.2769, 2.8859], [0.1566, -5.6776, 3.3782], [-0.7427, -3.7889, 1.9695], [-0.7457, -2.5092, 1.4808], [-1.9346, -2.0886, 0.7099], [-2.0085, -1.0860, -0.0623], [-3.3075, -0.6064, -0.5182], [-3.5810, 0.7217, 0.2001], [-2.9107, 1.9462, -0.4087], [-1.4408, 1.9212, -0.3551], [-0.8382, 3.0362, -0.5135], [0.5899, 3.3112, -0.6264], [0.9376, 4.6714, -0.5799], [1.6360, 2.3639, -0.7564], [1.5763, 1.0662, -0.7427], [0.3143, -1.5667, 1.9151], [0.4145, -0.4075, 1.5014], [3.5452, 6.8481, -0.3053], [2.3376, 7.1028, -1.5599], [1.8677, 7.1481, 0.1359], [4.2908, 4.5658, -0.7958], [3.8351, 1.2067, -1.9392], [5.4585, 0.7154, -0.4899], [6.0551, 2.1937, 1.3089], [4.4347, 2.8957, 1.2467], [5.0907, 0.0073, 2.0708], [4.8210, 1.3506, 3.1596], [2.4566, 1.5981, 2.1991], [2.6818, 0.1031, 1.3168], [3.2124, 0.3101, 4.2204], [2.3903, -1.5905, 4.6707], [1.8491, -3.7108, 4.1500], [1.1040, -5.9975, 3.8058], [-0.6033, -5.7578, 4.1642], [-0.1404, -6.3656, 2.5873], [-1.5326, -4.4634, 1.6554], [-2.8232, -2.7002, 0.8935], [-3.2505, -0.4589, -1.5978], [-4.0870, -1.3382, -0.2927], [-4.6570, 0.8999, 0.2013], [-3.2835, 0.6181, 1.2473], [-3.1956, 2.0266, -1.4615], [-3.2730, 2.8398, 0.1048], [-1.4510, 3.9421, -0.5498], [0.1277, 5.3877, -0.4855], [0.7271, -1.5221, -2.2603], [-0.0215, -0.9115, -3.0394], [-0.8265, 0.0006, -2.6731], [-0.0120, -1.2420, -4.5143], [-0.6577, -0.3371, -5.4215], [-0.7129, -0.5537, -6.7769], [-0.1069, -1.7252, -7.2109], [-0.0080, -2.1962, -8.4351], [0.6958, -3.4435, -8.3783], [1.0162, -3.6488, -6.9964], [0.5345, -2.6319, -6.3088], [0.5967, -2.3995, -4.9430], [-1.1147, 0.5428, -4.9917], [-1.1929, 0.1253, -7.4660], [1.6136, -3.3679, -8.9591], [0.0425, -4.2440, -8.7225], [1.0855, -3.0690, -4.2505]],
  "atomic_forces_ev_per_a": [[-0.295, -0.019, -0.112], [-0.013, -0.014, 0.009], [0.118, -0.081, 0.001], [-0.075, 0.112, 0.052], [-0.050, -0.135, 0.010], [0.079, -0.024, 0.037], [-0.063, 0.008, -0.028], [-0.045, -0.015, 0.003], [-0.010, 0.025, 0.039], [-0.111, 0.030, -0.011], [0.330, 0.115, -0.106], [-0.354, -0.179, -0.009], [0.331, 0.199, -0.011], [-0.117, -0.129, 0.002], [0.134, 0.094, -0.039], [-0.054, -0.015, 0.016], [-0.088, -0.157, -0.019], [0.152, 0.296, 0.059], [-0.075, -0.038, -0.032], [0.229, -0.156, 0.378], [0.075, -0.022, -0.068], [0.057, 0.067, 0.075], [-0.033, -0.152, -0.016], [0.433, 0.107, -0.201], [-0.124, 0.043, 0.199], [0.011, 0.166, 0.028], [-0.071, -0.065, -0.002], [0.273, 0.068, 0.114], [-0.225, 0.172, -0.138], [-0.258, -0.338, -0.050], [0.075, -0.016, 0.282], [0.004, -0.008, -0.011], [-0.002, 0.006, -0.002], [-0.010, 0.002, -0.010], [0.001, 0.008, -0.005], [-0.020, -0.010, 0.005], [0.016, 0.018, -0.017], [-0.008, 0.027, 0.020], [0.020, 0.008, -0.015], [-0.014, -0.012, -0.024], [0.022, 0.008, -0.010], [-0.029, -0.010, 0.042], [0.030, -0.035, 0.003], [0.055, -0.074, -0.022], [-0.074, 0.079, 0.039], [-0.021, 0.016, 0.032], [0.010, -0.005, -0.016], [0.003, 0.005, 0.004], [0.022, -0.003, -0.008], [-0.003, 0.000, 0.015], [-0.006, 0.040, 0.015], [-0.029, -0.005, 0.010], [0.004, 0.008, 0.006], [0.000, -0.007, -0.068], [-0.063, 0.027, 0.012], [-0.033, -0.013, 0.017], [0.008, 0.013, -0.029], [-0.022, -0.030, -0.037], [0.001, 0.009, 0.000], [-0.099, -0.086, -0.076], [0.017, 0.029, 0.281], [0.003, 0.090, -0.570], [-0.024, -0.047, -0.099], [-0.005, -0.069, -0.081], [-0.020, 0.064, 0.073], [0.088, -0.134, 0.054], [-0.021, 0.008, -0.005], [-0.013, 0.021, 0.000], [0.016, -0.021, 0.037], [-0.052, 0.057, -0.175], [0.019, 0.071, 0.144], [-0.006, 0.010, 0.007], [-0.007, 0.007, -0.001], [-0.006, -0.001, 0.013], [0.006, 0.011, 0.003], [0.007, -0.020, -0.014]],
  "lowdin_spin": [1.479, 0.000, 0.000, -0.001, 0.004, 0.000, 0.000, 0.000, 0.001, 0.003, 0.042, 0.021, 0.103, 0.057, 0.221, 0.044, -0.031, 0.146, -0.001, 0.137, 0.009, 0.007, 0.010, 0.119, 0.003, 0.002, -0.001, 0.004, 0.080, 0.063, 0.265, 0.000, 0.000, 0.000, 0.000, 0.000, 0.000, 0.000, 0.000, 0.000, 0.000, 0.002, 0.000, 0.001, 0.001, 0.000, 0.002, 0.020, 0.007, -0.004, 0.003, 0.002, 0.002, 0.001, 0.000, 0.001, 0.003, 0.005, 0.000, 0.049, 0.020, 0.127, 0.135, 0.124, 0.005, 0.161, 0.162, 0.013, 0.168, 0.172, 0.006, 0.005, -0.002, 0.013, 0.013, -0.002]
}